The following is a DFT calculation (wB97M-V/def2-TZVPD) of 5 unconnected molecules or ions with the total composition C18H37ClNO11P2 at a distorted geometry.

Last column: natural (NBO) charge in e.
Element x y z (Å)
1 C -1.086 -3.450 2.616  -0.6464
2 C -0.837 -2.555 1.294  -0.4086
3 C 0.757 -2.220 1.037  -0.0878
4 C 1.090 -1.063 2.134  -0.6601
5 N 1.532 -3.478 1.228  -0.4676
6 Cl 0.872 -4.601 0.067  0.1036
7 C 3.010 -3.314 1.089  -0.5961
8 C 3.499 -2.140 0.108  0.7022
9 O 4.340 -1.219 0.407  -0.7137
10 O 3.021 -2.130 -1.209  -0.7658
11 P 3.712 -3.179 2.885  1.2578
12 O 2.665 -3.997 3.994  -1.0017
13 O 3.983 -1.555 3.344  -0.9391
14 P 3.853 -4.917 0.412  2.2358
15 O 3.840 -5.021 -1.112  -1.0280
16 O 5.520 -4.722 0.847  -0.9705
17 O 3.335 -6.322 1.237  -0.9803
18 H -0.119 -3.432 3.231  0.2286
19 H -1.872 -2.895 3.265  0.1906
20 H -1.494 -4.495 2.412  0.2090
21 H -1.371 -2.929 0.358  0.2201
22 H -1.305 -1.520 1.527  0.2027
23 H 0.783 -1.799 -0.040  0.2711
24 H 0.296 -0.244 2.164  0.2250
25 H 2.075 -0.541 1.822  0.2513
26 H 1.246 -1.586 3.153  0.1959
27 H 2.989 -4.932 4.016  0.5029
28 H 3.872 -1.547 4.331  0.4839
29 H 5.650 -4.999 1.787  0.4890
30 H 3.970 -7.023 0.930  0.4982
31 C -0.144 1.045 -3.040  -0.7213
32 C -0.867 0.564 -1.810  0.5903
33 O -0.704 -0.563 -1.384  -0.5279
34 C -1.800 1.531 -1.129  -0.7286
35 H 0.492 0.244 -3.423  0.2527
36 H -0.866 1.320 -3.813  0.2123
37 H 0.486 1.902 -2.789  0.2295
38 H -2.596 1.827 -1.817  0.2109
39 H -1.244 2.409 -0.793  0.2263
40 H -2.250 1.049 -0.259  0.2569
41 C 7.999 0.341 -2.832  -0.7198
42 C 6.568 0.384 -3.304  0.5996
43 O 6.181 1.254 -4.067  -0.5823
44 C 5.642 -0.687 -2.798  -0.7277
45 H 8.552 1.172 -3.277  0.2159
46 H 8.034 0.438 -1.745  0.2331
47 H 8.465 -0.596 -3.144  0.2229
48 H 5.572 -0.636 -1.708  0.2807
49 H 6.004 -1.669 -3.108  0.2261
50 H 4.646 -0.533 -3.219  0.2458
51 C -3.712 3.903 3.123  -0.7191
52 C -3.588 3.019 1.909  0.5874
53 O -2.872 2.033 1.917  -0.5448
54 C -4.382 3.402 0.689  -0.7116
55 H -3.086 3.507 3.925  0.2348
56 H -3.375 4.914 2.882  0.2263
57 H -4.749 3.921 3.465  0.2231
58 H -4.075 4.389 0.341  0.2376
59 H -5.447 3.397 0.923  0.2328
60 H -4.195 2.676 -0.106  0.2326
61 C -8.147 3.676 -1.443  -0.7217
62 C -7.142 4.791 -1.552  0.5995
63 O -6.131 4.800 -0.873  -0.5494
64 C -7.434 5.895 -2.533  -0.7207
65 H -7.807 2.952 -0.699  0.2374
66 H -9.113 4.076 -1.126  0.2286
67 H -8.245 3.169 -2.405  0.2330
68 H -8.368 6.394 -2.265  0.2281
69 H -7.500 5.487 -3.544  0.2314
70 H -6.625 6.629 -2.504  0.2373

Net charge = -1
LUMO energy = 1.714 eV
HOMO = -4.3 eV

***

The following is a DFT calculation (wB97M-V/def2-TZVPD) of a molecular structure, C21H29N3OsSSi.

Last column: Löwdin spin population.
Element x y z (Å)
1 Os 0.061 -0.397 0.553  2.8007
2 C -0.503 -3.540 4.591  0.0048
3 N -1.605 -2.704 4.132  0.0122
4 C -3.014 -3.018 4.425  0.0021
5 C -3.777 -1.853 3.766  0.0005
6 N -2.701 -1.138 3.069  0.0021
7 C -1.508 -1.640 3.360  0.0316
8 S 0.035 -0.961 2.927  0.1789
9 H -0.918 -4.326 5.215  0.0002
10 H 0.200 -2.957 5.183  0.0018
11 H 0.015 -3.993 3.747  0.0010
12 H -3.168 -3.064 5.501  0.0002
13 H -3.267 -3.987 3.993  0.0006
14 H -4.245 -1.201 4.503  0.0000
15 H -4.533 -2.193 3.063  0.0000
16 H -2.819 -0.258 2.595  0.0009
17 C 4.998 -2.694 -0.540  0.0022
18 C 4.509 -2.138 0.805  0.0066
19 C 3.159 -1.597 0.707  0.0430
20 N 2.096 -1.179 0.602  0.0425
21 H 5.998 -3.098 -0.402  0.0002
22 H 5.047 -1.910 -1.294  0.0000
23 H 4.350 -3.492 -0.896  0.0000
24 H 5.150 -1.330 1.164  0.0017
25 H 4.491 -2.908 1.579  0.0014
26 C 1.609 -0.066 -2.526  0.0650
27 Si 0.578 1.027 -1.433  0.1875
28 C 1.555 2.169 -0.306  0.0625
29 C -0.718 1.930 -2.382  0.0135
30 C -1.932 1.384 -2.808  0.0035
31 C -2.789 2.108 -3.621  0.0009
32 C -2.446 3.391 -4.025  0.0011
33 C -1.242 3.947 -3.621  0.0011
34 C -0.385 3.224 -2.804  0.0039
35 H 2.006 0.587 -3.311  0.0117
36 H 0.997 -0.823 -3.020  0.0009
37 H 2.441 -0.549 -2.020  -0.0002
38 H 2.031 2.907 -0.962  0.0143
39 H 2.355 1.680 0.252  0.0021
40 H 0.924 2.730 0.386  0.0015
41 H -2.213 0.379 -2.518  0.0015
42 H -3.724 1.670 -3.946  0.0001
43 H -3.115 3.955 -4.662  0.0001
44 H -0.970 4.945 -3.939  0.0002
45 H 0.548 3.686 -2.502  0.0001
46 C -4.595 0.429 0.031  0.1271
47 C -4.063 -0.820 -0.290  -0.0009
48 C -2.701 -1.030 -0.205  0.1238
49 C -1.842 0.010 0.226  0.1066
50 C -2.402 1.278 0.527  0.1143
51 C -3.763 1.477 0.433  0.0011
52 H -5.661 0.593 -0.049  0.0065
53 H -4.715 -1.617 -0.621  -0.0021
54 H -2.293 -1.999 -0.475  0.0112
55 H -1.760 2.104 0.814  0.0073
56 H -4.186 2.448 0.655  -0.0016

ΔE to the lowest compared entry with this formula, charge and spin = 2.8 kcal per mole
Net charge = +2
LUMO energy (alpha / beta) = -5.395 / -8.546 eV
2S+1 = 5
HOMO (alpha / beta) = -14.2 / -14.2 eV

***

The following is a DFT calculation (wB97M-V/def2-TZVPD) of 2 unconnected molecules or ions with the total composition H5N2PS at a distorted geometry.

Last column: natural (NBO) charge in e.
Element x y z (Å)
1 H 1.008 2.001 0.152  0.3439
2 N 1.273 1.086 0.445  -1.1347
3 P 1.013 0.420 -0.982  1.1703
4 N 1.177 -1.258 -0.570  -1.1518
5 H 1.618 -1.873 -1.182  0.3861
6 H 1.724 -1.210 0.334  0.3991
7 S -2.325 0.147 0.493  -0.3286
8 H -0.997 0.606 0.897  0.1793
9 H -1.898 -1.082 0.529  0.1365

ΔE to the lowest compared entry with this formula, charge and spin = 30.2 kcal per mole
LUMO energy = -0.004 eV
HOMO = -9.4 eV
SMILES = [H]/N=P/N.S

***

The following is a DFT calculation (wB97M-V/def2-TZVPD) of a molecular structure, C25H36N5S5Sb2Ti.

Last column: Löwdin spin population.
Element x y z (Å)
1 Ti -2.513 0.412 0.795  0.9753
2 N -1.449 3.356 -1.908  0.0610
3 C -0.103 3.224 -2.249  0.0054
4 C 0.711 4.348 -2.371  0.0154
5 C 2.030 4.223 -2.784  0.0006
6 C 2.562 2.972 -3.062  0.0186
7 C 1.766 1.844 -2.907  -0.0002
8 C 0.443 1.960 -2.510  0.0206
9 S -0.631 0.580 -2.364  0.0409
10 N -1.612 1.134 -1.084  0.1335
11 C -2.179 2.340 -1.307  0.2205
12 C -3.517 2.561 -0.906  0.1070
13 C -4.204 3.794 -1.025  0.0652
14 C -5.540 3.842 -0.742  0.0313
15 C -6.201 2.685 -0.304  0.1135
16 C -5.447 1.548 -0.088  0.0056
17 N -4.146 1.462 -0.370  0.1336
18 H -1.773 4.295 -1.758  0.0032
19 H 0.301 5.325 -2.139  0.0009
20 H 2.646 5.109 -2.874  -0.0004
21 H 3.592 2.871 -3.381  0.0013
22 H 2.171 0.856 -3.099  -0.0003
23 H -3.691 4.692 -1.343  0.0049
24 H -6.083 4.774 -0.843  -0.0004
25 H -7.255 2.691 -0.067  0.0076
26 H -5.878 0.669 0.372  -0.0014
27 S -3.148 1.196 5.589  0.0028
28 Sb -4.031 1.865 3.619  0.0163
29 S -0.730 0.722 2.373  -0.0159
30 S -4.290 -0.208 2.372  0.0075
31 S -1.882 2.432 2.159  0.0034
32 C -1.910 -2.642 2.881  0.0013
33 C -1.967 -2.733 1.402  0.0042
34 N -2.115 -1.750 0.528  0.0079
35 C -2.135 -2.321 -0.731  0.0049
36 C -2.006 -3.664 -0.622  0.0006
37 N -1.890 -3.904 0.731  0.0012
38 H -1.409 -1.724 3.182  0.0003
39 H -1.393 -3.508 3.303  0.0001
40 H -2.918 -2.574 3.290  0.0008
41 H -2.225 -1.716 -1.616  0.0013
42 H -1.966 -4.448 -1.356  0.0000
43 H -1.768 -4.800 1.169  0.0000
44 C 3.861 -3.011 -1.129  0.0000
45 C 2.653 -2.160 -1.516  0.0000
46 C 1.648 -2.979 -2.326  0.0001
47 Sb 1.574 -1.141 0.117  0.0001
48 C 2.492 -2.200 1.797  0.0001
49 C 1.879 -3.598 1.898  0.0000
50 C 2.262 -1.423 3.092  -0.0001
51 C 2.877 0.618 0.073  -0.0001
52 C 4.284 0.395 0.617  0.0000
53 C 2.218 1.846 0.696  -0.0002
54 H 4.347 -3.421 -2.024  0.0000
55 H 3.568 -3.861 -0.507  0.0000
56 H 4.610 -2.447 -0.575  0.0000
57 H 3.000 -1.325 -2.137  0.0000
58 H 1.241 -3.801 -1.727  0.0000
59 H 2.117 -3.421 -3.215  0.0000
60 H 0.804 -2.368 -2.650  0.0003
61 H 3.565 -2.284 1.604  0.0000
62 H 0.803 -3.525 2.092  0.0000
63 H 2.324 -4.165 2.725  0.0000
64 H 2.008 -4.182 0.983  0.0000
65 H 1.195 -1.314 3.305  0.0000
66 H 2.678 -0.415 3.053  0.0000
67 H 2.715 -1.943 3.945  0.0000
68 H 2.954 0.791 -1.005  -0.0001
69 H 4.271 0.169 1.687  0.0000
70 H 4.889 1.301 0.486  0.0000
71 H 4.797 -0.422 0.109  0.0000
72 H 2.125 1.747 1.780  -0.0002
73 H 1.211 2.007 0.311  0.0001
74 H 2.816 2.742 0.487  0.0000

ΔE to the lowest compared entry with this formula, charge and spin = 3.2 kcal per mole
Net charge = -1
LUMO energy (alpha / beta) = 2.246 / 2.084 eV
2S+1 = 3
HOMO (alpha / beta) = -3.3 / -3.9 eV

***

The following is a DFT calculation (wB97M-V/def2-TZVPD) of 2 unconnected molecules or ions with the total composition C5H8BrN at a distorted geometry.

Last column: natural (NBO) charge in e.
Element x y z (Å)
1 C 1.060 2.027 -0.799  -0.4207
2 C -0.811 -2.131 -0.856  -0.4767
3 C 0.337 0.882 -0.860  0.0078
4 C -0.582 -1.044 -0.191  0.5243
5 C 0.514 0.177 1.558  -0.3955
6 N 0.107 -0.004 0.170  -0.4034
7 Br -3.250 -0.663 1.271  -0.7071
8 H 1.328 2.397 -1.720  0.2223
9 H 1.473 2.346 0.145  0.2037
10 H -1.610 -2.807 -0.767  0.2795
11 H -0.163 -2.436 -1.714  0.2502
12 H -0.181 0.540 -1.767  0.2233
13 H -0.324 0.031 2.149  0.2579
14 H 1.179 -0.549 1.879  0.2181
15 H 0.921 1.234 1.503  0.2165

ΔE to the lowest compared entry with this formula, charge and spin = 70.3 kcal per mole
LUMO energy (alpha / beta) = -1.328 / -1.327 eV
HOMO (alpha / beta) = -8.1 / -8.1 eV

***

The following is a DFT calculation (wB97M-V/def2-TZVPD) of 15 unconnected molecules or ions with the total composition C3H35O15 at a distorted geometry.

Last column: natural (NBO) charge in e.
Element x y z (Å)
1 C 0.487 0.727 -2.032  -0.6444
2 C -0.022 0.014 -0.725  0.0984
3 C 0.723 -1.290 -0.389  -0.6401
4 O 0.146 1.031 0.279  -1.0430
5 H 1.392 1.350 -1.960  0.1780
6 H -0.280 1.326 -2.490  0.1971
7 H 0.791 -0.090 -2.666  0.2040
8 H -1.091 -0.135 -0.812  0.1448
9 H 0.188 -1.689 0.494  0.2123
10 H 1.782 -1.050 -0.130  0.1947
11 H 0.809 -2.018 -1.224  0.2170
12 O 0.377 -4.722 -0.582  -0.9865
13 H 1.162 -4.313 -0.285  0.4774
14 H -0.174 -4.040 -0.951  0.4950
15 O 2.411 3.832 -0.870  -0.9460
16 H 2.295 3.106 -1.461  0.4785
17 H 1.873 4.549 -1.137  0.4743
18 O 1.050 -0.745 2.998  -0.9576
19 H 1.519 -0.196 3.566  0.4624
20 H 0.968 -0.140 2.237  0.4900
21 O 2.739 1.320 0.529  -1.0342
22 H 1.843 0.976 0.348  0.5016
23 H 2.778 2.195 0.109  0.4738
24 O -1.068 3.242 -0.749  -0.9842
25 H -0.405 3.799 -1.127  0.4593
26 H -0.701 2.375 -0.571  0.5186
27 O -2.588 -0.635 -2.685  -0.9614
28 H -1.923 0.063 -2.641  0.4682
29 H -2.975 -0.340 -1.872  0.4927
30 O -3.055 2.562 -2.559  -0.9837
31 H -2.400 2.936 -1.959  0.4968
32 H -3.761 3.172 -2.678  0.4627
33 O 0.494 2.579 2.314  -0.9744
34 H 1.358 2.963 2.549  0.4516
35 H 0.670 2.090 1.509  0.5055
36 O 4.180 -1.352 2.072  -0.9562
37 H 4.791 -0.801 2.568  0.4666
38 H 3.793 -0.813 1.403  0.4900
39 O -3.421 0.660 -0.395  -0.9594
40 H -3.347 1.607 -0.580  0.4831
41 H -2.608 0.603 0.060  0.4842
42 O -1.882 0.454 1.955  -0.9971
43 H -1.910 -0.465 1.655  0.4620
44 H -1.060 0.774 1.630  0.5010
45 O -2.259 -2.179 1.435  -0.9635
46 H -1.561 -2.554 2.007  0.5044
47 H -3.053 -1.983 1.987  0.4985
48 O 2.445 -3.738 1.399  -0.9490
49 H 2.029 -4.246 2.063  0.4620
50 H 2.391 -2.862 1.733  0.4912
51 O -1.788 -2.981 -1.217  -1.0054
52 H -2.132 -2.711 -0.361  0.4891
53 H -1.998 -2.234 -1.806  0.4988

ΔE to the lowest compared entry with this formula, charge and spin = 16.8 kcal per mole
Net charge = -1
LUMO energy = 2.365 eV
HOMO = -5.6 eV